Computed, not measured: a molecular structure, C25H35AlCl2NO10S2, with ωB97M-V/def2-TZVPD.

Its LUMO energy is -8.3 eV. For the HOMO energy, the calculation gives -11.7 eV. The molar mass comes out at 671.6 g/mol. As for the frontier orbital gap: 0.124 Eh.

ORCA input file:
```
! wB97M-V def2-TZVPD RIJCOSX def2/J DEFGRID3
* xyz 1 1
C -4.02313 -4.57195 -3.96088
C -2.57507 -4.97244 -3.35162
O -2.48562 -5.92171 -2.53721
O -1.42011 -4.25313 -3.80119
C -1.02319 -3.22790 -2.84039
C 0.58284 -3.08934 -2.95922
C 1.00611 -1.80210 -3.86363
C 1.36619 -0.68590 -2.78924
C 2.20924 0.57503 -3.32319
C 3.48698 0.78554 -2.38373
S 3.02653 1.20950 -0.61413
O 3.17657 0.01132 0.31419
O 4.09013 2.21436 -0.17149
N 1.53541 2.02024 -0.50081
S 0.44225 1.11781 0.43349
O -0.94461 1.65855 0.09697
O 0.37334 -0.38489 0.04232
C 0.62343 1.31798 2.26660
C 2.00616 1.97408 2.75903
C 1.67225 3.22639 3.74976
O 2.96324 1.04245 3.31638
C 2.48462 0.37490 4.49363
C 2.31314 -1.22155 4.30601
C 2.45341 -2.09657 5.57807
C 2.25080 -3.64732 5.46966
C 1.90541 -4.35846 4.14093
C 1.78315 -3.46675 2.85306
C 1.98428 -1.91334 2.96213
H -4.65303 -5.49653 -4.20236
H -3.90049 -3.99865 -4.93851
H -4.59123 -3.95197 -3.17947
H -1.34201 -3.57607 -1.79334
H -1.58323 -2.25186 -3.06586
H 0.94789 -2.86661 -1.87482
H 1.06649 -4.04341 -3.35312
H 1.83432 -2.03900 -4.61345
H 0.07328 -1.48057 -4.44245
H 0.36202 -0.24430 -2.42467
H 1.98377 -1.12878 -1.92963
H 2.61840 0.27839 -4.36622
H 1.57992 1.51269 -3.50161
H 4.23093 -0.07910 -2.36491
H 4.04237 1.71214 -2.79939
H 0.37409 0.29936 2.73820
H -0.21767 2.03260 2.61726
H 2.53479 2.46750 1.85549
H 1.10168 4.02809 3.14236
H 2.64435 3.74894 4.08352
H 1.00781 2.93202 4.63182
H 1.46395 0.73835 4.89571
H 3.26161 0.49729 5.34025
H 2.67537 -1.62945 6.59356
H 2.32204 -4.28267 6.42156
H 1.73181 -5.49292 4.05215
H 1.52288 -3.96902 1.85059
H 1.85091 -1.32442 1.99974
Al -0.06930 0.30140 5.10185
C -2.02664 4.40603 1.65698
C -2.27597 4.28194 0.35375
C -2.60740 5.45849 -0.47887
O -2.83674 5.34615 -1.66708
C -2.64945 6.77644 0.19092
C -2.39933 6.89899 1.49572
C -2.06811 5.72210 2.32663
O -1.83711 5.83178 3.51791
H -1.78348 3.55490 2.28105
H -2.24848 3.32528 -0.14997
H -2.89280 7.62738 -0.43290
H -2.42637 7.85597 2.00189
C -6.45338 -1.58787 -5.51478
Cl -6.06047 -1.11844 -3.85598
Cl -5.80088 -3.18544 -5.89821
H -7.53600 -1.61117 -5.62894
H -6.02566 -0.85745 -6.19984
O 1.72879 -2.09336 -0.23357
H 2.06200 -1.23996 0.07550
*
```

Computed Mulliken charges, given in elementary charges:
1. C -0.738
2. C 0.544
3. O -0.533
4. O -0.318
5. C -0.567
6. C 0.123
7. C -0.969
8. C 0.396
9. C -0.627
10. C -0.866
11. S 1.084
12. O -0.600
13. O -0.668
14. N -0.536
15. S 1.669
16. O -0.603
17. O -0.558
18. C -0.559
19. C 0.336
20. C -1.012
21. O -0.290
22. C -0.136
23. C 0.396
24. C -0.629
25. C -0.422
26. C -0.506
27. C -0.359
28. C 0.134
29. H 0.394
30. H 0.209
31. H 0.232
32. H 0.393
33. H 0.268
34. H -0.210
35. H 0.393
36. H 0.388
37. H 0.344
38. H 0.136
39. H 0.097
40. H 0.419
41. H 0.235
42. H 0.388
43. H 0.410
44. H 0.179
45. H -0.002
46. H 0.267
47. H 0.387
48. H 0.347
49. H 0.139
50. H 0.283
51. H 0.447
52. H 0.337
53. H 0.325
54. H 0.352
55. H 0.329
56. H 0.241
57. Al 0.495
58. C -0.192
59. C -0.394
60. C 0.359
61. O -0.538
62. C -0.409
63. C -0.406
64. C 0.267
65. O -0.570
66. H 0.431
67. H 0.634
68. H 0.423
69. H 0.427
70. C -0.256
71. Cl -0.153
72. Cl -0.135
73. H 0.282
74. H 0.277
75. O -0.400
76. H -0.058

Computed, not measured: 23 unconnected molecules or ions with the total composition C11H68NO22, with ωB97M-V/def2-TZVPD.

Its LUMO energy is -2.8 eV. For the HOMO energy, the calculation gives -12.7 eV. The molar mass comes out at 566.7 g/mol. As for the frontier orbital gap: 0.364 Eh.

ORCA input file:
```
! wB97M-V def2-TZVPD RIJCOSX def2/J DEFGRID3
* xyz 1 1
C 14.67890 43.10846 6.63583
C 13.97578 41.73034 6.43242
C 12.95238 41.43621 7.54386
C 13.71747 41.04830 8.90440
N 12.88165 40.46278 9.97254
C 13.71523 40.07158 11.23155
C 13.10276 38.90571 11.89176
C 12.07853 38.26883 10.81675
C 12.32436 39.16554 9.53614
C 11.67219 41.32761 10.37153
C 12.08005 42.69183 10.93681
C 10.94194 43.68332 11.01971
H 15.20977 43.38238 5.64587
H 15.43763 43.06158 7.37434
H 13.93550 43.97503 6.83375
H 14.80931 41.19534 6.52363
H 13.40271 41.69678 5.61099
H 12.14996 40.64687 7.42629
H 12.38355 42.35197 7.73949
H 14.24146 41.85364 9.31273
H 14.61812 40.26273 8.72613
H 14.04392 41.01998 11.65087
H 14.69578 39.68380 10.89876
H 12.62603 39.03213 12.85709
H 13.96683 38.17755 12.29615
H 10.97613 38.11929 10.89142
H 12.53016 37.25848 10.76099
H 11.40372 39.17823 9.00608
H 13.02388 38.63338 8.81434
H 11.16184 40.67869 11.08989
H 10.72299 41.49950 9.75710
H 12.73994 43.42749 10.23457
H 12.63147 42.48008 11.79743
H 10.19045 43.49414 11.78919
H 10.62864 43.81393 9.90422
H 11.40441 44.60127 11.29733
O 14.49082 38.89262 4.72533
H 14.44237 39.84744 4.59785
H 15.04197 38.56150 4.15429
O 11.08648 44.30286 6.31284
H 11.05272 44.90608 5.54464
H 11.47341 44.91869 6.83571
O 15.26960 38.07295 7.36650
H 15.03348 38.02166 6.39445
H 15.93431 37.49589 7.21728
O 11.30384 36.52543 13.52539
H 10.56630 37.18851 13.39636
H 11.11724 35.71007 13.02538
O 9.72284 44.61209 14.89805
H 10.27931 43.88732 14.61740
H 9.03043 44.53118 14.25074
O 14.26000 46.91415 6.50727
H 13.80286 46.45160 7.07161
H 14.27688 46.73476 5.52755
O 15.31949 41.32416 3.48642
H 14.92543 42.30332 3.64637
H 16.31453 41.53112 3.49318
O 16.56874 37.85766 12.98260
H 16.49839 36.99231 12.56133
H 15.89945 38.24865 13.61241
O 7.93926 42.88752 8.96790
H 8.45728 42.11598 8.84223
H 8.40189 43.53353 8.44353
O 13.64453 45.87549 3.98290
H 13.70517 44.96619 3.81721
H 12.72678 45.99084 3.93987
O 17.67624 40.74758 8.40579
H 17.94884 40.49910 7.49185
H 17.49165 39.87883 8.55777
O 13.86483 35.32236 13.08847
H 13.05879 35.89376 13.27788
H 13.86319 34.31785 12.87953
O 15.50261 35.96454 11.17689
H 15.13330 36.16600 10.25478
H 14.72220 35.69631 11.65276
O 13.75440 35.50715 8.75185
H 12.80703 35.25460 8.41105
H 13.94631 36.19817 7.97590
O 9.80381 39.77909 13.74743
H 10.46151 40.54351 14.10225
H 10.10112 39.03249 14.42401
O 8.77271 40.39605 7.97731
H 8.65461 39.62229 8.61103
H 9.10241 40.15672 7.08521
O 16.99023 45.43307 7.04537
H 16.26352 46.01966 7.07870
H 17.29004 45.45063 8.02132
O 13.50894 43.38995 3.01157
H 13.40584 43.78689 2.07064
H 12.67579 42.81079 2.96514
O 16.25291 40.89458 12.84516
H 16.75839 41.15897 13.65215
H 16.20584 41.64129 12.23915
O 17.09947 38.53206 10.05561
H 16.72578 38.21875 10.85258
H 17.39562 37.79275 9.55131
O 12.36038 45.87973 8.37175
H 12.66570 45.65128 9.30141
H 12.33661 46.79230 8.16206
O 8.98034 38.19827 9.75311
H 8.80078 38.13231 10.81158
H 8.78095 37.35858 9.30520
*
```

Mulliken population analysis, charges in e, atoms 1 to 99:
1. C -1.122
2. C -1.206
3. C 0.067
4. C -1.387
5. N 1.496
6. C -0.349
7. C 0.156
8. C -0.148
9. C -0.529
10. C 0.023
11. C 0.053
12. C -1.464
13. H 0.390
14. H 0.510
15. H -0.082
16. H 0.623
17. H 0.526
18. H 0.433
19. H 0.179
20. H 0.814
21. H -0.032
22. H 0.507
23. H -0.281
24. H 0.206
25. H -0.304
26. H -0.309
27. H 0.445
28. H 0.560
29. H 0.063
30. H 0.551
31. H -0.405
32. H -0.287
33. H 0.580
34. H 0.262
35. H 0.232
36. H 0.522
37. O -0.631
38. H 0.379
39. H 0.231
40. O -0.492
41. H 0.322
42. H 0.205
43. O -0.406
44. H 0.252
45. H 0.265
46. O -0.677
47. H 0.232
48. H 0.327
49. O -0.604
50. H 0.289
51. H 0.330
52. O -0.636
53. H 0.363
54. H 0.399
55. O -0.707
56. H 0.316
57. H 0.354
58. O -0.616
59. H 0.306
60. H 0.260
61. O -0.624
62. H 0.262
63. H 0.318
64. O -0.659
65. H 0.441
66. H 0.254
67. O -0.500
68. H 0.377
69. H 0.184
70. O -0.757
71. H 0.398
72. H 0.318
73. O -0.580
74. H 0.290
75. H 0.337
76. O -0.646
77. H 0.327
78. H 0.313
79. O -0.645
80. H 0.311
81. H 0.345
82. O -0.630
83. H 0.356
84. H 0.270
85. O -0.627
86. H 0.318
87. H 0.314
88. O -0.701
89. H 0.306
90. H 0.319
91. O -0.521
92. H 0.266
93. H 0.286
94. O -0.613
95. H 0.187
96. H 0.298
97. O -0.680
98. H 0.245
99. H 0.277

Computed, not measured: a gas-phase ion, C8H16ClN5O4P (charge +1), with ωB97M-V/def2-TZVPD.

Its LUMO energy is -3.0 eV. The SMILES is COCCCn1cnc(NCC(=O)Cl)[n+]1P(=N)(O)O. For the HOMO energy, the calculation gives -12.7 eV. The molar mass comes out at 312.7 g/mol. As for the frontier orbital gap: 0.355 Eh.

ORCA input file:
```
! wB97M-V def2-TZVPD RIJCOSX def2/J DEFGRID3
* xyz 1 1
C 3.91030 1.08716 1.91462
O 3.15889 0.06067 1.29563
C 3.24882 0.08920 -0.11233
C 2.36574 -1.04451 -0.63618
C 1.49447 -0.65025 -1.81173
N 0.25835 0.07137 -1.45881
C -0.09911 1.26266 -1.91184
N -1.26860 1.66959 -1.46115
C -1.69076 0.67233 -0.67517
N -2.86011 0.68662 -0.05329
C -3.77212 1.80931 -0.14519
C -4.59938 1.82560 1.10613
O -4.51801 1.01960 1.96018
Cl -5.74559 3.12225 1.15149
N -0.77235 -0.34528 -0.63157
P -0.83926 -1.86544 0.22588
N -0.25620 -1.76644 1.62734
O -2.38716 -2.18143 0.19898
O -0.21415 -2.85294 -0.83307
H 4.97810 0.86089 1.91532
H 3.75654 2.04391 1.40883
H 3.56157 1.17703 2.93825
H 2.93412 1.07358 -0.47867
H 4.28836 -0.09995 -0.39445
H 1.80830 -1.44068 0.20486
H 3.00170 -1.85570 -0.98724
H 2.04382 0.05105 -2.43635
H 1.23067 -1.49433 -2.44274
H 0.52498 1.81641 -2.59476
H -3.16877 -0.08768 0.50551
H -3.24727 2.74556 -0.30564
H -4.45968 1.67391 -0.98374
H 0.51197 -2.39469 1.82373
H -2.72133 -2.05797 1.10504
H -0.84718 -3.52200 -1.13605
*
```

Computed Mulliken charges, given in elementary charges:
1. C -0.759
2. O -0.299
3. C -0.656
4. C 0.112
5. C -0.973
6. N 0.212
7. C 0.088
8. N -0.572
9. C 0.605
10. N -0.057
11. C -0.805
12. C 0.648
13. O -0.434
14. Cl -0.130
15. N 0.196
16. P 0.420
17. N -0.604
18. O -0.583
19. O -0.479
20. H 0.298
21. H 0.327
22. H 0.243
23. H 0.349
24. H 0.381
25. H -0.140
26. H 0.484
27. H 0.488
28. H 0.281
29. H 0.395
30. H 0.208
31. H 0.454
32. H 0.304
33. H 0.276
34. H 0.387
35. H 0.334